No. 1
{
  "formula": "C33H34AsN5O2PdS4",
  "method": "ωB97M-V with the def2-TZVPD basis set",
  "elements": ["Pd", "N", "C", "C", "O", "O", "H", "H", "H", "H", "C", "C", "N", "C", "S", "N", "C", "C", "H", "H", "H", "H", "H", "H", "H", "H", "H", "H", "H", "H", "C", "C", "C", "C", "C", "C", "As", "C", "C", "C", "C", "C", "C", "C", "C", "C", "C", "C", "C", "H", "H", "H", "H", "H", "H", "H", "H", "H", "H", "H", "H", "H", "S", "C", "S", "C", "N", "N", "C", "C", "C", "C", "C", "C", "S", "H", "H", "H", "H", "H"],
  "positions_angstrom": [[-0.570, -1.416, 1.432], [1.393, -1.468, 0.862], [2.241, -1.671, 2.054], [1.548, -1.141, 3.316], [2.195, -0.963, 4.323], [0.259, -0.968, 3.214], [1.560, -2.148, 0.128], [1.504, -0.531, 0.461], [3.211, -1.191, 1.941], [2.399, -2.741, 2.194], [-3.134, 0.029, -3.157], [-1.661, 0.318, -3.381], [-1.145, 1.117, -2.267], [0.103, 1.118, -1.773], [0.388, 1.550, -0.156], [1.140, 0.767, -2.563], [1.253, 0.924, -4.012], [1.518, -0.386, -4.736], [-3.530, -0.543, -3.996], [-3.704, 0.958, -3.084], [-3.284, -0.548, -2.245], [-1.540, 0.846, -4.328], [-1.098, -0.616, -3.433], [-1.830, 1.345, -1.558], [2.011, 0.808, -2.057], [2.073, 1.620, -4.199], [0.355, 1.410, -4.383], [2.430, -0.853, -4.360], [1.646, -0.209, -5.804], [0.699, -1.091, -4.596], [-7.864, 0.631, 1.335], [-7.267, 1.068, 0.162], [-5.883, 1.057, 0.046], [-5.086, 0.623, 1.101], [-5.692, 0.184, 2.274], [-7.075, 0.188, 2.388], [-3.146, 0.693, 0.816], [-2.686, 2.036, 2.141], [-2.641, 3.405, 1.940], [-2.236, 4.232, 2.979], [-1.860, 3.686, 4.201], [-1.894, 2.315, 4.400], [-2.318, 1.483, 3.370], [-2.397, 0.014, 3.434], [-2.273, -0.752, 4.569], [-2.371, -2.146, 4.496], [-2.608, -2.774, 3.297], [-2.762, -2.010, 2.123], [-2.646, -0.614, 2.184], [-8.942, 0.631, 1.428], [-7.876, 1.411, -0.664], [-5.422, 1.387, -0.879], [-5.091, -0.158, 3.108], [-7.538, -0.157, 3.304], [-2.906, 3.831, 0.980], [-2.197, 5.303, 2.832], [-1.524, 4.335, 4.999], [-1.570, 1.897, 5.345], [-2.087, -0.281, 5.526], [-2.255, -2.735, 5.397], [-2.695, -3.852, 3.243], [-3.092, -2.490, 1.210], [-0.107, -7.533, 0.241], [-0.486, -6.038, -0.335], [-0.527, -4.577, 0.633], [-0.942, -3.639, -0.782], [-1.040, -4.335, -1.858], [-0.808, -5.669, -1.599], [-0.851, -6.551, -2.728], [-0.099, -6.231, -3.846], [-0.149, -7.062, -4.956], [-0.940, -8.200, -4.935], [-1.688, -8.510, -3.807], [-1.649, -7.683, -2.696], [-1.204, -1.921, -0.734], [0.506, -5.335, -3.838], [0.434, -6.821, -5.835], [-0.975, -8.849, -5.800], [-2.305, -9.398, -3.793], [-2.217, -7.912, -1.806]],
  "mulliken_charge": [0.37, -0.38, -0.33, 0.37, -0.67, -0.30, 0.28, -0.02, 0.35, 0.23, -1.40, -0.06, -0.05, 0.34, -0.36, -0.05, -0.54, -1.04, 0.46, 0.36, 0.25, 0.31, 0.12, 0.10, 0.30, 0.41, 0.29, 0.32, 0.36, 0.23, -0.42, -0.66, -0.33, 0.28, 0.02, -0.84, 0.01, 0.34, -0.56, -0.72, -0.79, -0.66, 0.00, 1.49, -0.20, -0.98, -0.99, 0.79, -1.27, 0.38, 0.39, 0.31, 0.34, 0.40, 0.42, 0.41, 0.41, 0.38, 0.40, 0.42, 0.54, 0.85, -0.32, 0.01, 0.08, -0.05, -0.78, 0.70, 0.20, -0.33, -0.57, -0.43, -0.60, -0.35, 0.09, 0.43, 0.35, 0.38, 0.36, 0.43],
  "e_homo_ha": -0.2857,
  "e_above_lowest_kj_mol": 84.4,
  "charge": 0,
  "orbital_gap_ev": 7.13,
  "lumo_ha": -0.0235,
  "multiplicity": 1
}


No. 2
{
  "formula": "C33H34Br2InN6O2Si2",
  "method": "ωB97M-V with the def2-TZVPD basis set",
  "elements": ["In", "Br", "C", "C", "C", "C", "C", "N", "C", "O", "O", "H", "H", "H", "C", "Si", "C", "C", "C", "C", "C", "C", "C", "Si", "C", "C", "H", "H", "H", "H", "H", "H", "H", "H", "H", "H", "H", "H", "H", "H", "H", "H", "C", "C", "N", "C", "C", "N", "C", "N", "N", "N", "C", "C", "C", "C", "C", "C", "H", "H", "H", "H", "H", "H", "H", "H", "H", "H", "H", "Br", "C", "C", "C", "C", "C", "C", "H", "H", "H", "H"],
  "positions_angstrom": [[-0.609, -1.203, 0.059], [4.296, 1.682, -0.680], [4.273, -0.257, -0.619], [5.551, -0.916, -0.498], [5.585, -2.316, -0.548], [4.367, -3.019, -0.697], [3.181, -2.274, -0.766], [3.165, -0.915, -0.716], [1.920, -3.054, -0.895], [1.973, -4.282, -0.934], [0.789, -2.335, -1.124], [6.445, -0.320, -0.391], [6.564, -2.830, -0.521], [4.303, -4.097, -0.834], [-3.696, 0.623, 0.540], [-3.492, -0.706, -0.737], [-3.273, -0.007, -2.475], [-5.021, -1.800, -0.719], [-6.338, -1.486, -0.500], [-7.296, -2.520, -0.393], [-6.841, -3.869, -0.366], [-5.477, -4.175, -0.514], [-4.584, -3.118, -0.788], [-2.644, -3.199, -0.753], [-2.459, -4.243, 0.855], [-2.314, -3.885, -2.455], [-4.616, 1.174, 0.339], [-2.822, 1.232, 0.451], [-3.786, 0.268, 1.565], [-4.026, -0.345, -3.167], [-2.316, -0.408, -2.830], [-3.274, 1.084, -2.485], [-6.541, -0.431, -0.317], [-8.347, -2.295, -0.255], [-7.544, -4.654, -0.191], [-5.048, -5.173, -0.426], [-2.468, -5.308, 0.731], [-3.244, -3.884, 1.542], [-1.478, -4.040, 1.260], [-2.415, -4.953, -2.503], [-1.262, -3.680, -2.779], [-3.009, -3.376, -3.175], [0.339, 2.225, 1.648], [0.521, 1.983, 0.162], [0.331, 0.790, -0.428], [0.747, 0.931, -1.744], [1.142, 2.181, -1.976], [0.971, 2.899, -0.750], [0.901, 4.384, -0.707], [2.038, 4.989, 0.014], [1.803, 5.777, 1.131], [2.845, 6.505, 1.415], [3.807, 6.292, 0.420], [5.042, 6.959, 0.202], [5.706, 6.561, -1.006], [5.218, 5.567, -1.868], [3.990, 4.958, -1.627], [3.288, 5.364, -0.505], [0.211, 1.222, 2.138], [-0.501, 2.917, 1.848], [1.254, 2.671, 2.069], [0.857, 0.043, -2.353], [1.445, 2.667, -2.912], [0.019, 4.681, -0.145], [0.914, 4.772, -1.707], [5.426, 7.715, 0.876], [6.643, 7.055, -1.298], [5.864, 5.318, -2.707], [3.535, 4.291, -2.387], [0.823, -2.377, 6.578], [0.213, -2.233, 4.808], [-0.813, -1.332, 4.546], [-1.149, -1.062, 3.244], [-0.411, -1.712, 2.179], [0.538, -2.648, 2.499], [0.853, -2.950, 3.840], [-1.326, -0.806, 5.344], [-2.002, -0.418, 2.985], [1.101, -3.195, 1.751], [1.644, -3.673, 4.133]],
  "mulliken_charge": [0.03, -0.12, 0.45, -0.70, -0.34, -0.74, 0.46, 0.15, 0.08, -0.73, -0.21, 0.40, 0.35, 0.47, -1.15, 0.51, -1.29, 0.30, -0.52, -0.60, -0.53, -0.71, -0.04, 0.67, -1.09, -1.23, 0.46, 0.09, 0.27, 0.43, 0.26, 0.33, 0.28, 0.38, 0.39, 0.35, 0.47, 0.28, 0.19, 0.41, 0.22, 0.31, -1.08, 0.51, 0.41, -1.03, -0.57, 0.67, -1.35, 0.99, -0.52, -0.61, 0.16, -0.85, -0.35, -0.73, -0.21, 0.82, -0.05, 0.36, 0.38, 0.54, 0.37, 0.36, 0.45, 0.43, 0.32, 0.39, 0.33, -0.26, 0.16, -0.47, -0.19, 0.16, 0.07, -0.72, 0.40, 0.09, 0.27, 0.35],
  "e_homo_ha": [-0.0463, -0.0464],
  "e_above_lowest_kj_mol": 420.4,
  "charge": -1,
  "orbital_gap_ev": [2.83, 2.84],
  "lumo_ha": [0.0579, 0.0579],
  "multiplicity": 1
}


No. 3
{
  "formula": "C33H34Cl3GeMoN2O5",
  "method": "ωB97M-V with the def2-TZVPD basis set",
  "elements": ["Mo", "O", "C", "O", "C", "C", "C", "C", "C", "N", "C", "O", "O", "H", "H", "H", "N", "C", "C", "C", "C", "C", "C", "C", "C", "C", "C", "C", "C", "H", "H", "H", "H", "H", "H", "H", "H", "H", "H", "Cl", "C", "C", "C", "Cl", "C", "O", "C", "Cl", "C", "H", "H", "C", "C", "C", "C", "Ge", "C", "C", "C", "C", "H", "H", "H", "H", "H", "H", "H", "H", "H", "H", "H", "H", "H", "H", "H", "H", "H", "H", "H"],
  "positions_angstrom": [[0.236, -1.103, -0.636], [-1.906, -3.613, 1.738], [-1.562, -2.775, 0.955], [-0.308, -2.357, 0.801], [-2.523, -2.081, 0.031], [-3.814, -2.535, -0.119], [-4.618, -1.922, -1.066], [-4.098, -0.879, -1.812], [-2.801, -0.454, -1.577], [-2.025, -1.049, -0.662], [-2.277, 0.713, -2.385], [-2.640, 0.845, -3.522], [-1.582, 1.613, -1.723], [-4.142, -3.366, 0.490], [-5.632, -2.262, -1.231], [-4.668, -0.379, -2.582], [2.223, -1.867, -1.382], [2.719, -2.970, -0.595], [2.856, -4.226, -1.152], [3.294, -5.275, -0.356], [3.585, -5.054, 0.982], [3.429, -3.787, 1.524], [2.990, -2.725, 0.740], [2.735, -1.394, 1.356], [3.634, -0.959, 2.321], [3.434, 0.135, 3.202], [2.245, 0.761, 3.135], [1.284, 0.392, 2.088], [1.602, -0.605, 1.044], [2.054, -2.172, -2.338], [2.904, -1.110, -1.427], [2.618, -4.387, -2.197], [3.399, -6.264, -0.780], [3.914, -5.870, 1.610], [3.609, -3.637, 2.581], [4.558, -1.520, 2.419], [4.193, 0.403, 3.922], [1.964, 1.539, 3.834], [0.439, -0.135, 2.592], [0.305, -1.439, -8.032], [0.137, -1.652, -6.321], [0.607, -0.675, -5.464], [0.457, -0.891, -4.108], [1.006, 0.342, -2.976], [-0.153, -2.019, -3.559], [-0.309, -2.167, -2.254], [-0.610, -2.976, -4.469], [-1.387, -4.389, -3.851], [-0.469, -2.800, -5.833], [1.066, 0.226, -5.845], [-0.837, -3.554, -6.514], [0.246, 5.916, 1.511], [-0.032, 4.778, 0.540], [1.079, 3.735, 0.535], [0.869, 2.592, -0.466], [-0.591, 1.314, -0.181], [-1.948, 1.801, 1.115], [-1.582, 2.155, 2.558], [-2.717, 2.872, 3.282], [-2.334, 3.295, 4.693], [-0.551, 6.658, 1.496], [1.179, 6.426, 1.265], [0.334, 5.545, 2.536], [-0.153, 5.167, -0.475], [-0.986, 4.310, 0.797], [1.210, 3.345, 1.551], [2.023, 4.238, 0.299], [1.782, 1.996, -0.558], [0.665, 3.002, -1.461], [0.804, 1.304, 1.736], [-2.687, 0.995, 1.106], [-2.423, 2.655, 0.624], [-0.696, 2.798, 2.597], [-1.335, 1.246, 3.117], [-3.593, 2.218, 3.311], [-3.009, 3.748, 2.694], [-2.044, 2.432, 5.298], [-3.158, 3.791, 5.204], [-1.491, 3.991, 4.676]],
  "mulliken_charge": [-1.77, -0.63, -0.03, -0.51, 0.00, -0.61, -0.69, -0.80, 1.03, 1.25, -0.14, -0.62, -0.43, 0.59, 0.48, 0.61, -0.40, 0.95, -0.73, -0.70, -0.88, -0.95, 0.96, 0.64, -0.43, -1.28, -1.01, 2.61, 0.98, 0.22, 0.31, 0.48, 0.42, 0.42, 0.54, 0.65, 0.43, 0.58, 0.24, -0.20, 0.23, -0.98, 1.44, -0.13, -1.02, -0.30, 0.27, -0.20, -0.61, 0.49, 0.49, -1.49, -0.02, -0.36, -1.17, 1.74, -2.02, 0.21, -0.59, -1.35, 0.42, 0.36, 0.27, 0.46, -0.06, -0.01, 0.58, 0.50, 0.77, -1.94, 0.66, 0.64, -0.19, 0.57, 0.38, 0.38, 0.31, 0.42, 0.28],
  "e_homo_ha": [-0.3919, -0.3971],
  "e_above_lowest_kj_mol": 228.1,
  "charge": 1,
  "orbital_gap_ev": [6.03, 5.95],
  "s_squared": 2.025,
  "lumo_ha": [-0.1705, -0.1784],
  "multiplicity": 3
}